{"formula": "C5H12N2O2", "method": "ωB97M-V/def2-TZVPD", "symbols": ["C", "H", "H", "H", "H", "H", "H", "O", "H", "H", "C", "H", "C", "H", "N", "H", "H", "O", "C", "C", "N"], "xyz": [[-1.18246, -0.36415, -1.67419], [1.11598, -2.35658, 1.41029], [-0.14584, 1.45879, -1.69039], [1.11488, 0.03617, 1.98198], [0.89936, 0.06438, -1.53011], [-0.95414, 0.61355, 1.04428], [0.89286, 2.24049, 1.59019], [-0.88554, -0.47440, 1.73986], [-2.75174, -1.50940, -1.15561], [1.96933, -1.41778, 0.17530], [0.88966, 2.02146, 0.52334], [1.91999, 1.88527, 0.18240], [0.40243, -0.37149, 1.24763], [0.45127, 2.86506, -0.00896], [0.08429, 0.81458, 0.28261], [-1.81928, -0.93283, 0.22483], [0.33434, -2.05031, -0.13515], [-1.27956, -0.49189, -2.88395], [0.99068, -1.61845, 0.61768], [-0.02679, 0.51339, -1.16059], [-2.01975, -0.92586, -0.78143]], "orbital_gap_ev": 10.258, "lumo_ev": 0.67}

***

{"formula": "C29H26N5O4Ta", "method": "ωB97M-V/def2-TZVPD", "symbols": ["C", "O", "H", "H", "C", "C", "C", "H", "H", "C", "H", "C", "H", "H", "C", "C", "H", "C", "H", "H", "H", "C", "C", "O", "H", "H", "H", "H", "C", "C", "O", "C", "C", "N", "H", "H", "C", "C", "N", "C", "H", "C", "C", "C", "O", "C", "H", "H", "N", "N", "C", "Ta", "H", "C", "H", "H", "H", "N", "H", "C", "C", "C", "H", "C", "C"], "xyz": [[3.51970, -2.86766, 0.84676], [-0.03837, 0.54499, -1.63126], [-3.10510, -1.03211, 4.16631], [1.73267, 1.75598, 0.34608], [4.36119, -0.87911, -2.23339], [2.85390, 0.45457, -0.93307], [2.39027, 1.84351, -0.52148], [1.84035, 2.36970, -1.31994], [-0.95349, -1.76073, -4.90064], [-1.18796, 3.31673, -0.04032], [-2.75726, 6.11977, -1.35258], [3.52373, -1.77529, -0.17476], [4.19285, -2.59740, 1.66121], [4.96389, -1.03465, -3.08818], [1.86968, -0.30359, 2.32022], [-0.54365, -2.46906, -1.57859], [1.06880, 0.07125, 4.90429], [0.22089, -3.43760, -0.69630], [-3.19146, -1.10642, -4.00923], [1.11511, -3.16645, -0.16049], [-3.84121, -0.16674, -0.64369], [-1.06268, -0.41916, 4.66277], [-1.69382, -1.00738, 2.51692], [-3.65051, -1.99751, 1.51701], [-2.27160, 6.82390, 1.09501], [-1.35917, 5.32480, 2.69348], [2.59146, -2.98957, 1.38772], [-0.64541, 3.07266, 2.06504], [-4.05828, -0.93464, -1.41243], [-2.40294, -1.43924, -3.34637], [2.90164, -0.17555, 2.91678], [-2.00415, 5.85419, 0.68781], [4.33440, -1.87752, -1.28091], [-1.71037, -1.70224, 0.28643], [-4.62300, -1.66030, -0.83890], [-2.05874, 3.76521, -2.01116], [0.52497, -0.44395, 2.88270], [-2.73996, -1.42759, -1.99203], [-0.45056, -0.78665, 2.06428], [-1.80282, -1.98211, -1.10059], [3.72113, 1.08489, -2.75706], [3.63667, 0.27159, -2.06700], [0.25553, -0.17774, 4.23930], [-2.23875, 5.45990, -0.62094], [-0.95212, 1.04974, 0.43471], [-1.82292, 4.14587, -1.01823], [0.64194, -2.86400, -3.35005], [0.57186, -4.20253, -1.40070], [-0.89374, 2.01957, -0.44416], [1.73554, -0.56329, 0.95900], [-0.20683, -2.37901, -2.91321], [0.01286, -0.70389, -0.05972], [-1.33128, -0.24093, 5.74312], [-1.02115, 3.72086, 1.34117], [-0.50267, -3.72588, 0.07044], [3.81332, -3.84731, 0.42689], [3.29398, 2.41464, -0.26688], [-0.42879, 1.80574, -1.59559], [4.95410, -2.79812, -1.28961], [-2.53895, -1.58493, 1.39568], [-1.43914, 4.98387, 1.66506], [2.75883, -0.57205, -0.01168], [-4.64329, -0.52799, -2.25214], [-2.09840, -0.81567, 3.80452], [-1.13073, -1.83037, -3.78742]], "charge": 2, "orbital_gap_ev": 7.179, "lumo_ev": -7.48}

***

{"formula": "C6H10O2", "method": "ωB97M-V/def2-TZVPD", "symbols": ["H", "O", "C", "C", "H", "H", "H", "H", "H", "H", "H", "C", "C", "O", "C", "H", "C", "H"], "xyz": [[-1.84637, -2.20510, 0.31261], [-0.08304, 1.03245, 1.23849], [1.36812, 0.73909, -0.57764], [0.98149, -1.14384, 0.34595], [-2.43514, -0.54925, 0.01511], [1.38669, 0.17409, -1.50312], [-1.59096, -0.94744, 1.55103], [0.82893, -1.59416, 1.39863], [0.47967, 2.81622, -0.24649], [1.46049, -1.90581, -0.31276], [0.33949, 2.12620, -1.91331], [0.59333, 1.95343, -0.85465], [-0.11885, 0.80494, -0.16063], [1.92619, -0.03224, 0.44999], [-0.39675, -0.67230, -0.32759], [-0.85042, 1.49739, 1.51128], [-1.61159, -1.14517, 0.46443], [-0.43129, -0.94852, -1.39132]], "orbital_gap_ev": 9.355, "lumo_ev": 0.87, "smiles": "C[C@@H]1CO[C@@H]2C[C@@]12O"}

***

{"formula": "C2HF4O4S", "method": "ωB97M-V/def2-TZVPD", "symbols": ["S", "C", "O", "O", "C", "F", "O", "F", "O", "H", "F", "F"], "xyz": [[0.65203, 0.44747, -1.33505], [-0.24726, 0.22090, 0.29672], [0.94770, 1.87653, -1.11556], [-0.34155, 0.12148, -2.31786], [-0.35301, -1.10259, 1.06203], [-0.61368, -2.14025, 0.23415], [1.83000, -0.41952, -1.35761], [-1.79192, 0.36310, -0.14744], [0.04039, 1.34559, 0.92676], [0.40309, 1.89745, 0.06016], [0.78540, -1.36612, 1.68291], [-1.31118, -1.24404, 2.01078]], "charge": -1, "orbital_gap_ev": 10.297, "lumo_ev": 3.87}

***

{"formula": "C4H8O", "method": "ωB97M-V/def2-TZVPD", "symbols": ["H", "C", "H", "C", "H", "H", "H", "O", "H", "H", "C", "H", "C"], "xyz": [[-1.12389, 1.31275, 1.40530], [-1.11415, 0.69762, 0.50312], [0.88249, 0.77508, -1.50541], [-0.27196, -1.45413, -0.20242], [-1.26995, 1.34512, -0.36533], [0.59473, -0.31911, 1.35603], [-0.81934, -2.08804, 0.53356], [-0.15373, -1.79814, -1.35274], [2.07142, -0.24405, -0.70141], [1.73070, 1.37163, -0.06308], [1.27639, 0.48976, -0.52572], [-1.99049, 0.03747, 0.56440], [0.18779, -0.12596, 0.35369]], "orbital_gap_ev": 10.766, "lumo_ev": 1.01, "smiles": "CC(C)C=O"}

***

{"formula": "C4H5NO", "method": "ωB97M-V/def2-TZVPD", "symbols": ["H", "O", "N", "H", "H", "C", "C", "C", "H", "C", "H"], "xyz": [[-1.74944, -0.66162, -0.90942], [0.79892, -1.34262, 0.92248], [1.88450, 0.01570, -0.54109], [-2.56809, 0.57669, 0.06775], [-1.83412, -0.84817, 0.84812], [-1.72605, -0.11808, 0.04096], [0.84534, -0.33167, 0.25907], [0.08798, 1.74204, 0.52330], [2.71219, -0.56084, -0.48900], [-0.40844, 0.58688, 0.21210], [1.95721, 0.94169, -0.93428]], "orbital_gap_ev": 9.843, "lumo_ev": -0.44}

***

{"formula": "C24H35F2O7S3", "method": "ωB97M-V/def2-TZVPD", "symbols": ["O", "C", "H", "H", "H", "C", "H", "C", "C", "C", "C", "H", "H", "O", "H", "C", "O", "H", "H", "C", "H", "C", "H", "C", "H", "C", "H", "H", "F", "H", "C", "H", "H", "C", "S", "H", "C", "F", "O", "H", "C", "S", "H", "C", "H", "H", "C", "H", "H", "H", "H", "H", "H", "H", "H", "H", "C", "C", "C", "H", "H", "C", "S", "O", "H", "O", "C", "O", "C", "H", "C"], "xyz": [[-44.79662, -20.40159, 2.08419], [-44.23623, -16.27064, 2.04017], [-44.32948, -21.46473, -1.00911], [-49.61870, -17.66580, -0.17617], [-49.74173, -14.96731, -3.53540], [-49.25150, -20.22440, 2.09498], [-47.58166, -18.20468, -3.64915], [-49.22751, -18.81320, -0.18904], [-44.97862, -14.82465, -0.18678], [-44.69622, -14.18749, 0.99104], [-48.02214, -16.13354, -4.08228], [-47.94886, -17.87369, 1.52776], [-49.53574, -21.17606, 2.52509], [-51.55825, -19.47052, 1.06536], [-47.59388, -15.45493, -3.44225], [-44.72442, -16.31482, -0.29967], [-45.66289, -22.48517, 1.15937], [-43.07054, -21.97337, 3.20727], [-41.84156, -21.72525, -0.79602], [-47.94774, -20.01180, 1.58881], [-43.89764, -15.57716, -8.25136], [-44.38940, -15.74590, -6.36148], [-44.50455, -17.99959, 0.86942], [-44.41111, -14.86640, 2.16185], [-42.93288, -23.10372, -0.44659], [-43.73084, -17.75932, -7.61053], [-44.88583, -17.05291, -1.23196], [-51.11596, -16.22649, -4.69434], [-45.41779, -14.21582, -1.20268], [-48.93458, -18.88359, -1.18873], [-43.88214, -18.55403, -6.47836], [-43.54721, -18.30636, -8.61496], [-49.09220, -14.85182, -5.37954], [-50.22662, -16.48980, -4.87970], [-44.55726, -21.58031, 1.34092], [-43.46155, -20.19291, -0.19632], [-42.60744, -22.13090, -0.19094], [-44.93430, -14.57993, -6.48060], [-45.61110, -19.35840, -2.15660], [-45.62410, -19.44156, -1.29238], [-44.52538, -17.03730, 0.90730], [-50.31019, -19.98005, 0.62762], [-49.46050, -19.46330, 2.71097], [-44.63235, -16.52799, -5.20044], [-44.30597, -18.73218, -4.34448], [-44.86742, -16.07929, -4.10485], [-48.01062, -18.77769, 0.76962], [-49.84019, -16.88125, -5.66149], [-44.58691, -12.92965, 0.94647], [-44.15967, -14.26426, 2.97495], [-41.50382, -22.88356, 1.53156], [-43.44881, -23.35905, 2.28237], [-43.89070, -19.56247, -6.50784], [-41.43456, -21.19644, 1.51233], [-47.75471, -20.92879, 0.84673], [-48.10346, -17.49289, -2.49294], [-43.98388, -16.31318, -7.52214], [-48.34925, -17.47729, -3.42098], [-49.28380, -15.48940, -4.55513], [-47.53560, -16.16691, -4.94538], [-47.17897, -20.23995, 2.41961], [-44.35072, -17.96933, -5.20746], [-50.12449, -17.75762, -3.60131], [-50.70971, -17.27648, -2.42936], [-44.15054, -16.89672, 2.97589], [-50.46720, -18.98144, -4.19908], [-43.71786, -21.24834, -0.13819], [-50.21082, -21.23049, -0.10448], [-42.03700, -22.20459, 1.27572], [-46.93043, -18.58208, 0.19970], [-43.18679, -22.32079, 2.13801]], "charge": -1, "orbital_gap_ev": 6.425, "lumo_ev": 2.24}

***

{"formula": "C18H19BN9OPt", "method": "ωB97M-V/def2-TZVPD", "symbols": ["C", "H", "H", "H", "H", "N", "H", "H", "H", "N", "C", "H", "C", "H", "C", "C", "C", "C", "H", "H", "C", "Pt", "H", "H", "N", "B", "H", "N", "O", "N", "H", "C", "C", "C", "C", "C", "C", "C", "H", "H", "N", "C", "H", "H", "C", "N", "N", "C", "N"], "xyz": [[2.87755, 0.45719, 0.90981], [0.60703, 2.36498, 5.96629], [-2.85511, 1.75877, -1.37038], [-0.86205, 1.34302, -2.85830], [-1.09455, 3.11640, 2.34147], [-0.60410, -1.65619, 1.29529], [-0.45437, -3.91107, -3.61205], [-1.46943, -3.54564, 1.35423], [-2.78896, 3.87711, 0.49502], [1.56080, 0.34062, 0.87931], [-0.77881, -0.54397, -5.66404], [1.86995, 3.01759, 2.05940], [-0.71506, -2.63398, 3.27456], [2.29893, -0.73237, -2.09299], [-0.13297, -1.31585, 3.45116], [1.56714, 2.65485, 2.95432], [-2.25349, 2.95341, 0.48819], [-0.72794, -1.79399, -5.03289], [-0.96846, 1.64880, -5.30785], [-0.81423, -0.57311, -6.76024], [2.29264, -0.31557, -1.04484], [-0.71061, -1.04071, -0.63892], [-2.00740, -3.48981, -2.83804], [3.36787, 0.82295, 1.84212], [0.85390, 1.49798, 2.99281], [0.37256, 0.68884, 1.84554], [0.12145, -0.82765, 4.39506], [-1.38361, 0.95944, -0.08968], [-0.42063, -3.11670, -1.57223], [0.49447, 1.26919, 4.28263], [4.43825, -0.06477, -0.54381], [-1.41689, 2.53486, 1.45287], [-2.27496, 1.87092, -0.47817], [-0.84083, 0.63508, -4.92746], [3.39509, 0.00678, -0.24958], [1.67351, 3.23068, 4.21090], [-0.98366, -2.77151, 1.89047], [0.92561, 2.36060, 4.96174], [2.20548, 4.08987, 4.59534], [-0.02795, -3.95144, -1.35199], [-0.80401, -0.74770, -2.90042], [-0.83255, 0.45051, -3.55419], [-0.53666, -2.70966, -5.61471], [-0.56057, -3.44262, 4.02484], [-0.95272, -3.20252, -2.92197], [1.15893, -0.19706, -0.33381], [-0.89786, 1.29737, 1.15271], [-0.83720, -1.87142, -3.63342], [-0.07352, -0.79250, 2.27588]], "charge": 2, "orbital_gap_ev": [8.501, 4.292], "lumo_ev": [-5.72, -10.15], "spin_multiplicity": 4, "s2": 3.77}

***

Looking at relative energy (zero: lowest compared OMol25 entry of this formula, charge and spin) for the records above, in order, we have 220.12, 0.00, 443.01, 0.00, 33.38, 304.03, 145.26, 79.70 kJ/mol.